[1]
C48H39FeN4O3P2S | ωB97M-V/def2-TZVPD

Last column: Löwdin charge in e.
Positions of all 98 atoms, in Å:
1 Fe 0.07 0.20 0.13  0.892
2 N -0.99 2.40 -1.91  -0.346
3 P 0.56 2.29 -1.31  0.941
4 C 1.00 3.80 -0.45  -0.340
5 C 2.18 3.84 0.31  -0.132
6 C 2.55 5.01 0.95  -0.057
7 C 1.74 6.14 0.86  -0.045
8 C 0.56 6.09 0.14  -0.049
9 C 0.19 4.93 -0.52  -0.071
10 C 1.66 2.10 -2.73  -0.330
11 C 3.02 2.42 -2.63  -0.082
12 C 3.87 2.17 -3.69  -0.051
13 C 3.38 1.62 -4.86  -0.053
14 C 2.03 1.31 -4.98  -0.050
15 C 1.17 1.54 -3.91  -0.083
16 P -2.00 1.45 -0.93  0.960
17 C -3.10 2.55 -0.03  -0.367
18 C -2.98 2.66 1.35  -0.084
19 C -3.77 3.56 2.04  -0.054
20 C -4.68 4.35 1.35  -0.047
21 C -4.80 4.24 -0.03  -0.051
22 C -4.02 3.34 -0.73  -0.092
23 C -3.03 0.49 -2.05  -0.372
24 C -4.37 0.25 -1.77  -0.088
25 C -5.11 -0.62 -2.56  -0.051
26 C -4.50 -1.26 -3.64  -0.049
27 C -3.16 -1.03 -3.92  -0.058
28 C -2.42 -0.17 -3.13  -0.104
29 H -1.31 3.06 -2.61  0.105
30 H 2.80 2.96 0.41  0.095
31 H 3.47 5.04 1.52  0.119
32 H 2.03 7.05 1.37  0.119
33 H -0.07 6.97 0.08  0.118
34 H -0.74 4.91 -1.07  0.099
35 H 3.42 2.90 -1.74  0.100
36 H 4.92 2.41 -3.60  0.121
37 H 4.04 1.43 -5.69  0.122
38 H 1.64 0.90 -5.90  0.118
39 H 0.12 1.30 -4.01  0.077
40 H -2.26 2.05 1.88  0.076
41 H -3.69 3.64 3.12  0.115
42 H -5.30 5.05 1.89  0.119
43 H -5.51 4.86 -0.56  0.118
44 H -4.13 3.25 -1.80  0.116
45 H -4.85 0.75 -0.93  0.111
46 H -6.15 -0.79 -2.35  0.119
47 H -5.08 -1.93 -4.26  0.119
48 H -2.69 -1.53 -4.76  0.118
49 H -1.37 -0.01 -3.34  0.083
50 O 2.24 0.32 -0.05  -0.138
51 C 2.99 -0.94 0.07  -0.273
52 C 1.92 -2.04 -0.07  -0.523
53 O 2.21 -3.19 -0.22  0.154
54 O 0.67 -1.61 0.04  -0.125
55 C 3.98 -0.96 -1.08  -0.152
56 C 5.28 -0.49 -0.90  -0.003
57 C 6.15 -0.43 -1.98  -0.053
58 C 5.73 -0.84 -3.24  -0.068
59 C 4.43 -1.30 -3.42  -0.066
60 C 3.56 -1.35 -2.35  -0.010
61 C 3.61 -1.04 1.45  -0.160
62 C 4.28 -2.22 1.78  -0.009
63 C 4.86 -2.35 3.03  -0.047
64 C 4.78 -1.31 3.96  -0.065
65 C 4.12 -0.14 3.62  -0.066
66 C 3.53 0.00 2.37  -0.029
67 H 2.65 0.80 -0.79  0.058
68 H 5.62 -0.18 0.08  0.126
69 H 7.16 -0.08 -1.83  0.114
70 H 6.42 -0.82 -4.07  0.115
71 H 4.11 -1.63 -4.40  0.115
72 H 2.56 -1.74 -2.49  0.126
73 H 4.33 -3.03 1.07  0.129
74 H 5.38 -3.26 3.29  0.115
75 H 5.24 -1.42 4.93  0.111
76 H 4.05 0.67 4.34  0.102
77 H 3.02 0.91 2.11  0.086
78 N -0.64 -0.81 3.94  0.225
79 C 0.16 0.26 4.33  -0.160
80 C 0.72 0.61 5.55  0.013
81 C 1.42 1.79 5.59  -0.059
82 C 1.54 2.62 4.46  -0.056
83 C 0.98 2.27 3.25  -0.014
84 C 0.30 1.05 3.19  -0.209
85 N -0.39 0.45 2.12  0.070
86 C -0.94 -0.65 2.64  -0.236
87 C -1.75 -1.53 1.83  -0.311
88 C -2.50 -2.61 2.19  -0.285
89 S -3.21 -3.28 0.79  1.143
90 C -2.49 -2.08 -0.16  -0.416
91 N -1.76 -1.24 0.50  -0.053
92 H -0.94 -1.56 4.53  0.184
93 H 0.61 -0.02 6.43  0.125
94 H 1.87 2.10 6.52  0.119
95 H 2.07 3.55 4.55  0.116
96 H 1.05 2.92 2.39  0.093
97 H -2.66 -3.04 3.16  0.092
98 H -2.64 -2.04 -1.23  0.083

Values from the calculation:
E: -4641.51687 Eh
Molecular weight: 869.7 g/mol
Spin multiplicity: 6
Net charge: +2

---

[2]
C48H39N7OPY | ωB97M-V/def2-TZVPD

Last column: Löwdin charge in e.
Positions of all 97 atoms, in Å:
1 Y 0.96 0.66 -0.93  1.703
2 C 0.70 -4.07 2.47  0.037
3 N 1.26 -2.90 1.78  -0.016
4 C 0.56 -2.10 0.92  -0.487
5 N 1.42 -1.17 0.44  -0.018
6 C 2.64 -1.41 0.93  -0.140
7 C 2.57 -2.53 1.79  -0.061
8 C 3.64 -3.18 2.54  -0.201
9 C 4.81 -3.55 1.88  -0.021
10 C 5.84 -4.16 2.58  -0.030
11 C 5.71 -4.37 3.95  -0.019
12 C 4.56 -3.98 4.62  -0.031
13 C 3.52 -3.39 3.92  -0.033
14 C 3.73 -0.50 0.59  -0.173
15 C 4.69 -0.12 1.53  0.020
16 C 5.65 0.84 1.20  0.005
17 C 5.66 1.44 -0.05  -0.019
18 C 4.73 1.07 -1.00  -0.053
19 C 3.76 0.11 -0.68  -0.144
20 P -1.24 -1.71 1.03  1.199
21 C -1.17 0.08 1.43  -0.398
22 N -0.40 0.98 0.81  -0.050
23 C -0.63 2.21 1.37  -0.146
24 C -1.57 2.06 2.37  -0.073
25 N -1.88 0.71 2.39  -0.019
26 C -2.81 0.08 3.35  0.028
27 C -2.15 3.06 3.28  -0.202
28 C -1.29 3.88 4.00  -0.022
29 C -1.81 4.85 4.85  -0.036
30 C -3.19 5.00 4.96  -0.027
31 C -4.04 4.18 4.23  -0.036
32 C -3.53 3.21 3.39  -0.033
33 C 0.02 3.35 0.72  -0.163
34 C 1.30 3.16 0.13  -0.160
35 C 1.88 4.16 -0.65  -0.055
36 C 1.20 5.35 -0.86  -0.026
37 C -0.04 5.55 -0.26  0.005
38 C -0.63 4.55 0.51  0.023
39 C -1.45 -1.64 -0.80  -0.466
40 N -0.88 -0.67 -1.55  -0.007
41 C -1.53 -0.58 -2.72  -0.121
42 C -2.60 -1.52 -2.71  -0.054
43 N -2.54 -2.11 -1.50  -0.019
44 C -3.49 -3.12 -0.99  0.031
45 C -3.59 -1.79 -3.74  -0.191
46 C -4.23 -0.72 -4.36  -0.015
47 C -5.18 -0.95 -5.34  -0.022
48 C -5.49 -2.26 -5.71  -0.006
49 C -4.84 -3.33 -5.11  -0.022
50 C -3.89 -3.10 -4.13  -0.024
51 C -0.98 0.26 -3.79  -0.167
52 C -1.01 -0.15 -5.12  0.019
53 C -0.34 0.58 -6.09  0.007
54 C 0.37 1.72 -5.77  -0.011
55 C 0.40 2.16 -4.45  -0.040
56 C -0.26 1.43 -3.47  -0.125
57 H 0.19 -4.72 1.75  0.092
58 H -0.01 -3.75 3.23  0.110
59 H 1.51 -4.63 2.93  0.105
60 H 4.91 -3.39 0.81  0.125
61 H 6.74 -4.46 2.07  0.125
62 H 6.52 -4.83 4.50  0.129
63 H 4.47 -4.14 5.69  0.126
64 H 2.63 -3.07 4.45  0.124
65 H 4.69 -0.57 2.51  0.135
66 H 6.39 1.12 1.94  0.136
67 H 6.43 2.16 -0.29  0.132
68 H 4.78 1.47 -2.00  0.125
69 H 3.20 -0.30 -1.53  0.094
70 H -2.78 0.65 4.27  0.115
71 H -2.48 -0.94 3.54  0.082
72 H -3.82 0.08 2.95  0.110
73 H -0.21 3.75 3.92  0.124
74 H -1.15 5.48 5.42  0.123
75 H -3.59 5.75 5.62  0.127
76 H -5.11 4.31 4.32  0.124
77 H -4.20 2.60 2.81  0.118
78 H 1.98 2.38 0.51  0.096
79 H 2.89 4.03 -1.03  0.118
80 H 1.65 6.14 -1.46  0.130
81 H -0.56 6.48 -0.40  0.135
82 H -1.60 4.72 0.95  0.136
83 H -4.42 -3.01 -1.53  0.116
84 H -3.64 -2.96 0.07  0.087
85 H -3.10 -4.13 -1.16  0.104
86 H -4.00 0.30 -4.07  0.129
87 H -5.70 -0.12 -5.80  0.128
88 H -6.23 -2.44 -6.48  0.132
89 H -5.06 -4.34 -5.42  0.129
90 H -3.37 -3.95 -3.68  0.120
91 H -1.54 -1.05 -5.40  0.131
92 H -0.38 0.25 -7.12  0.137
93 H 0.88 2.29 -6.54  0.134
94 H 0.89 3.09 -4.19  0.123
95 H -0.40 1.94 -2.51  0.085
96 O -0.33 -4.40 -0.82  0.235
97 N 0.07 -3.40 -0.99  0.218

Values from the calculation:
Energy relative to the best compared isomer or geometry (same formula, charge and spin): 0.0 kcal/mol
Molecular weight: 849.8 g/mol
Net charge: +4

---

[3]
C48H40BN12Pt | ωB97M-V/def2-TZVPD

Last column: Löwdin charge in e.
Positions of all 102 atoms, in Å:
1 Pt -0.25 0.61 0.79  1.632
2 C 4.42 -0.35 -0.56  -0.062
3 C 3.31 0.38 -0.14  -0.087
4 N 2.09 0.05 -0.52  0.086
5 C 1.95 -1.01 -1.31  -0.196
6 C 3.06 -1.76 -1.69  -0.036
7 N 4.28 -1.43 -1.32  0.143
8 C 0.57 -1.32 -1.74  -0.176
9 C 0.30 -2.09 -2.87  0.086
10 C -1.01 -2.28 -3.30  -0.083
11 C -2.01 -1.59 -2.61  0.083
12 C -1.68 -0.82 -1.51  -0.205
13 N -0.42 -0.75 -1.04  0.055
14 C -2.60 0.15 -0.91  -0.184
15 C -3.95 0.29 -1.22  -0.017
16 N -4.66 1.34 -0.86  0.162
17 C -4.04 2.31 -0.19  -0.041
18 C -2.72 2.18 0.21  -0.067
19 N -2.03 1.09 -0.14  -0.062
20 C -1.32 -3.11 -4.48  -0.170
21 C -0.44 -4.10 -4.90  0.001
22 C -0.77 -4.86 -6.02  -0.096
23 N -1.88 -4.69 -6.72  0.104
24 C -2.72 -3.74 -6.32  -0.098
25 C -2.49 -2.93 -5.21  -0.001
26 H 5.42 -0.06 -0.27  0.130
27 H 3.42 1.24 0.51  0.120
28 H 2.95 -2.66 -2.29  0.131
29 H 1.13 -2.49 -3.43  0.125
30 H -3.03 -1.63 -2.94  0.120
31 H -4.46 -0.48 -1.79  0.139
32 H -4.61 3.20 0.06  0.139
33 H -2.22 2.94 0.79  0.130
34 H 0.48 -4.33 -4.37  0.113
35 H -0.10 -5.65 -6.36  0.124
36 H -3.62 -3.61 -6.91  0.123
37 H -3.21 -2.16 -4.97  0.109
38 C 3.39 1.68 4.61  0.022
39 C 2.73 0.80 3.61  -0.224
40 C 3.06 -0.49 3.23  0.065
41 C 2.13 -0.91 2.30  -0.201
42 N 1.26 0.12 2.10  -0.056
43 N 1.65 1.16 2.90  0.050
44 B 0.88 2.51 2.92  -0.480
45 N -0.59 2.20 3.18  0.066
46 N -1.11 1.19 2.46  -0.087
47 C -2.31 0.84 2.97  -0.200
48 C -2.57 1.68 4.04  0.098
49 C -1.46 2.52 4.17  -0.198
50 C -1.17 3.55 5.20  0.024
51 C -2.99 -0.33 2.41  -0.179
52 C -4.38 -0.37 2.25  -0.004
53 C -4.96 -1.50 1.68  -0.023
54 C -4.17 -2.58 1.30  -0.029
55 C -2.79 -2.55 1.48  -0.041
56 C -2.21 -1.43 2.06  -0.067
57 N 1.00 3.08 1.48  0.053
58 N 0.39 2.48 0.41  -0.008
59 C 0.94 2.98 -0.75  -0.173
60 C 1.75 4.03 -0.37  0.078
61 C 1.78 4.06 1.03  -0.208
62 C 2.51 5.00 1.92  0.030
63 C 0.72 2.57 -2.14  -0.175
64 C -0.48 2.07 -2.64  -0.042
65 C -0.61 1.71 -3.97  -0.052
66 C 0.47 1.84 -4.83  -0.037
67 C 1.67 2.34 -4.35  -0.034
68 C 1.80 2.71 -3.02  -0.017
69 C 2.09 -2.25 1.69  -0.171
70 C 3.28 -2.97 1.60  -0.019
71 C 3.31 -4.24 1.06  -0.033
72 C 2.13 -4.83 0.61  -0.039
73 C 0.94 -4.14 0.71  -0.054
74 C 0.92 -2.86 1.24  -0.056
75 H 4.20 1.14 5.09  0.103
76 H 2.69 2.00 5.38  0.099
77 H 3.80 2.57 4.14  0.090
78 H 3.86 -1.08 3.66  0.138
79 H 1.34 3.27 3.71  0.132
80 H -3.42 1.64 4.70  0.144
81 H -2.03 3.67 5.85  0.103
82 H -0.94 4.51 4.74  0.103
83 H -0.31 3.26 5.81  0.102
84 H -4.99 0.47 2.54  0.134
85 H -6.03 -1.54 1.55  0.130
86 H -4.64 -3.47 0.88  0.126
87 H -2.19 -3.42 1.25  0.113
88 H -1.17 -1.46 2.37  0.086
89 H 2.23 4.74 -1.02  0.145
90 H 3.03 5.74 1.31  0.105
91 H 3.24 4.48 2.53  0.092
92 H 1.82 5.53 2.58  0.108
93 H -1.35 2.04 -2.01  0.084
94 H -1.56 1.36 -4.35  0.116
95 H 0.37 1.57 -5.88  0.122
96 H 2.52 2.46 -5.02  0.124
97 H 2.75 3.07 -2.67  0.122
98 H 4.22 -2.53 1.93  0.121
99 H 4.24 -4.78 1.00  0.126
100 H 2.15 -5.84 0.21  0.122
101 H 0.01 -4.60 0.39  0.111
102 H -0.03 -2.36 1.34  0.044

Values from the calculation:
Energy relative to the best compared isomer or geometry (same formula, charge and spin): 26.3 kcal/mol
Molecular weight: 990.8 g/mol
Net charge: +3